(1)
2 unconnected molecules or ions with the total composition C2H7NO. Source: the OMol25 dataset; level of theory: ωB97M-V/def2-TZVPD.

Output
- F_max: 0.0155 Eh/bohr
- Highest occupied orbital energy: -9.926 eV
- Energy relative to the best compared isomer or geometry (same formula, charge and spin): 297.9 kJ/mol
- Total charge: 0
- Spin multiplicity: 1

Each line ends with the Löwdin charge.
Cartesian coordinates (Å):
1 H 2.31535 1.39886 0.11892  0.05
2 H 1.36605 -1.54323 -0.30026  0.06
3 H 3.16090 -0.16614 0.67536  0.05
4 C 2.33352 0.30079 0.13317  -0.07
5 H -2.86071 0.95396 -0.63740  0.07
6 C 1.35285 -0.45317 -0.35755  -0.09
7 O -3.12775 0.12612 -0.22757  -0.14
8 N -1.99630 -0.40966 0.43530  -0.05
9 H -1.81957 0.21191 1.21614  0.07
10 H 0.47944 -0.02161 -0.83693  0.02
11 H -1.20379 -0.39783 -0.21917  0.03


(2)
2 unconnected molecules or ions with the total composition C2H7NO2. Source: the OMol25 dataset; level of theory: ωB97M-V/def2-TZVPD.

Output
- F_max: 0.0169 Eh/bohr
- Highest occupied orbital energy: -9.948 eV
- Energy relative to the best compared isomer or geometry (same formula, charge and spin): 68.4 kJ/mol
- Total charge: 0
- Spin multiplicity: 1

Each line ends with the Löwdin charge.
Cartesian coordinates (Å):
1 O 0.46082 -1.34160 0.33067  0.01
2 H -0.35487 -2.37930 -1.18118  0.13
3 C -0.71304 1.52912 1.19426  -0.12
4 H -0.89384 1.04065 2.14804  0.08
5 H 1.35367 1.63249 1.20512  0.10
6 C -0.05965 -1.36752 -0.85977  -0.45
7 H 0.69337 1.38021 -0.28873  0.09
8 H -0.82116 2.60361 1.30765  0.07
9 N 0.61792 1.15989 0.70203  -0.05
10 H 0.63555 -0.29601 0.56816  0.05
11 H -1.45682 1.16742 0.47889  0.08
12 O -0.31679 -0.38404 -1.53082  0.00


(3)
2 unconnected molecules or ions with the total composition C2H7NO2. Source: the OMol25 dataset; level of theory: ωB97M-V/def2-TZVPD.

Output
- F_max: 0.0203 Eh/bohr
- Highest occupied orbital energy: -9.779 eV
- Energy relative to the best compared isomer or geometry (same formula, charge and spin): 108.5 kJ/mol
- Total charge: 0
- Spin multiplicity: 1

Each line ends with the Löwdin charge.
Cartesian coordinates (Å):
1 H 1.46144 -0.04759 -1.80470  0.08
2 C 0.89760 0.57248 -2.49486  -0.10
3 H 0.85731 2.69367 -1.91413  0.14
4 H 1.46331 0.80889 -3.38361  0.08
5 H 0.04233 -0.00931 -2.84459  0.08
6 C -0.67936 1.78394 -1.05922  -0.39
7 H -0.98748 0.78757 -0.72490  0.13
8 H -0.10541 -3.75202 5.11182  0.03
9 O -0.64918 -3.46284 5.84857  -0.06
10 H -1.47963 -3.94851 5.82318  0.03
11 O -1.23863 2.78454 -0.68403  0.02
12 N 0.41771 1.78918 -1.87354  -0.04


(4)
2 unconnected molecules or ions with the total composition C2H7NO2. Source: the OMol25 dataset; level of theory: ωB97M-V/def2-TZVPD.

Output
- F_max: 0.0318 Eh/bohr
- Highest occupied orbital energy: -10.192 eV
- Energy relative to the best compared isomer or geometry (same formula, charge and spin): 69.3 kJ/mol
- Total charge: 0
- Spin multiplicity: 1

Each line ends with the Löwdin charge.
Cartesian coordinates (Å):
1 H 1.11426 2.83287 -0.94065  0.04
2 C -1.17475 -1.39364 -0.14471  -0.01
3 O 0.92964 -0.48520 -0.36003  0.02
4 H 0.08055 2.32205 -2.01470  0.06
5 H -1.26662 -1.24978 -1.25004  0.10
6 N 0.44888 2.08155 -1.07974  0.03
7 H 0.86052 0.42123 -0.67962  0.01
8 H -2.15940 -1.27626 0.30861  0.08
9 H -0.29465 2.23939 -0.37563  0.06
10 H -0.92815 -2.45296 -0.06650  0.09
11 O -0.05103 -0.17252 1.64118  0.11
12 C -0.08817 -0.63062 0.53263  -0.59


> Look up the highest occupied orbital energy of the third one.

-9.779 eV